Below is C45H44GaN3O2P2SSb2Se2 as an isolated structure at a distorted geometry, with properties calculated with the ωB97M-V functional and the def2-TZVPD basis.

Last column: Löwdin charge in e.
Positions of all 102 atoms, in Å:
1 Ga 15.6217 13.4047 14.0324  0.68
2 O 15.4563 10.7785 16.2907  -0.02
3 C 16.1895 11.7384 16.5103  -0.61
4 O 16.4741 12.7543 15.7544  -0.26
5 C 17.0437 11.8033 17.8036  -0.11
6 C 18.4687 11.7932 17.7516  -0.02
7 C 19.3360 11.9507 18.8308  -0.06
8 C 18.7448 11.9428 20.1034  -0.08
9 C 17.3789 12.1425 20.2170  -0.11
10 C 16.5366 12.0125 19.0799  -0.49
11 S 14.8961 11.8335 19.5570  1.09
12 H 18.8250 11.4639 16.7877  0.11
13 H 20.4129 11.7707 18.7934  0.11
14 H 19.4012 11.8880 20.9419  0.09
15 H 16.8454 12.4041 21.1577  0.10
16 C 15.3429 8.4136 14.1162  -0.35
17 Sb 14.6507 10.2850 13.3939  1.24
18 C 12.6726 9.8947 14.0154  -0.32
19 C 14.3675 9.6349 11.3318  -0.34
20 C 15.2099 10.3792 10.3685  -0.30
21 C 16.4852 9.9352 10.0780  -0.06
22 C 17.2723 10.4916 9.0648  -0.09
23 C 16.7613 11.5241 8.3249  -0.09
24 C 15.4855 11.9350 8.6241  -0.09
25 C 14.6676 11.4191 9.5550  -0.28
26 C 13.2211 11.8892 9.6131  -0.34
27 Sb 12.6131 12.7808 11.4992  1.24
28 C 10.4130 12.7461 11.2745  -0.31
29 C 12.6449 14.7653 10.6087  -0.33
30 H 16.4577 8.2999 14.0242  0.02
31 H 14.7946 7.6399 13.4634  0.03
32 H 15.0171 8.2902 15.1399  -0.01
33 H 12.1498 9.5592 13.1261  0.00
34 H 12.2676 10.8381 14.2605  -0.10
35 H 12.6403 9.1256 14.8264  0.04
36 H 13.2725 9.7370 11.1493  0.05
37 H 14.5452 8.5777 11.5036  0.04
38 H 16.8748 9.0721 10.6180  0.11
39 H 18.3116 10.1669 8.9966  0.10
40 H 17.3555 12.0591 7.5860  0.11
41 H 14.9978 12.6731 8.0375  0.10
42 H 12.6332 10.9829 9.4808  0.05
43 H 12.9224 12.5694 8.7886  0.06
44 H 10.1583 12.9000 10.2585  -0.02
45 H 10.0968 13.6470 11.9005  0.02
46 H 9.9924 11.8506 11.6987  -0.02
47 H 12.3653 15.5100 11.3234  -0.03
48 H 12.1802 14.7088 9.6203  0.01
49 H 13.7032 14.9333 10.3446  0.00
50 Se 9.5519 15.4689 20.2530  0.34
51 P 11.6219 15.8739 20.4272  0.56
52 C 12.1676 17.5460 19.8650  -0.32
53 C 13.4915 17.7937 19.4381  -0.08
54 C 13.8074 19.0798 19.0046  -0.09
55 C 12.8263 19.9931 18.7967  -0.08
56 C 11.5394 19.7218 19.2309  -0.12
57 C 11.2320 18.5537 19.7907  -0.14
58 C 12.3749 15.5738 22.1163  -0.31
59 C 13.7303 15.8916 22.4512  -0.05
60 C 14.1822 15.3461 23.6671  -0.09
61 C 13.3858 14.7326 24.5900  -0.11
62 C 12.1007 14.4541 24.2293  -0.08
63 C 11.5706 14.8654 22.9916  -0.11
64 C 12.6941 14.7834 19.4563  -0.36
65 C 12.8417 14.4619 18.0565  -0.35
66 N 13.7707 13.5147 17.9552  0.08
67 N 14.0819 13.2163 19.1569  -0.51
68 N 13.4638 13.9135 20.1093  0.09
69 P 12.2542 15.1085 16.4308  0.53
70 Se 11.5837 13.5405 15.2490  0.32
71 C 13.7075 15.9433 15.6790  -0.37
72 C 13.6377 16.4487 14.3901  -0.14
73 C 14.7362 17.0506 13.7776  -0.10
74 C 15.8700 17.2546 14.5249  -0.11
75 C 15.9740 16.7368 15.8065  -0.10
76 C 14.9120 16.1083 16.4285  -0.09
77 C 11.0513 16.4265 16.6565  -0.36
78 C 11.3367 17.7722 16.5432  -0.09
79 C 10.3346 18.7322 16.5462  -0.10
80 C 9.0272 18.3318 16.6607  -0.09
81 C 8.7194 16.9814 16.7479  -0.08
82 C 9.7230 16.0133 16.7710  -0.15
83 H 14.2608 17.0484 19.4096  0.09
84 H 14.8371 19.2238 18.6600  0.11
85 H 13.1438 20.9569 18.3736  0.12
86 H 10.7781 20.4788 19.1519  0.11
87 H 10.1800 18.3624 20.0769  0.10
88 H 14.3142 16.5253 21.8564  0.08
89 H 15.1664 15.6154 24.0876  0.11
90 H 13.7340 14.5336 25.5734  0.10
91 H 11.3848 13.9390 24.9469  0.13
92 H 10.5494 14.7626 22.7702  0.03
93 H 12.7201 16.2776 13.8385  0.10
94 H 14.7429 17.4231 12.7240  0.13
95 H 16.7230 17.7069 14.0254  0.11
96 H 16.9679 16.8658 16.3202  0.13
97 H 15.0838 15.7063 17.4079  0.09
98 H 12.3437 18.0905 16.2132  0.12
99 H 10.4107 19.8399 16.4022  0.13
100 H 8.1490 19.0078 16.6717  0.12
101 H 7.6932 16.6478 16.8583  0.11
102 H 9.4122 15.0114 16.9624  0.07

Calculated values
Total charge: 0
Largest force on an atom: 3.48 eV Å⁻¹
HOMO energy: -7.659 eV
Molar mass: 1224.04 g/mol
Multiplicity: 1
Kohn-Sham gap: 7.9 eV
E: -10344.87512 Ha

Below is a 2-piece molecular cluster, C6H15NO overall at a distorted geometry, with properties calculated with the ωB97M-V functional and the def2-TZVPD basis.

Last column: natural (NBO) charge in e.
Positions of all 23 atoms, in Å:
1 C -2.3293 1.1652 -1.7108  -0.63
2 C -1.4230 1.9553 -0.7714  -0.40
3 C 0.0890 1.6730 -1.0325  -0.39
4 C 0.4840 0.1679 -0.7776  -0.42
5 N 3.7848 -0.5417 0.8366  -0.84
6 C 2.3826 -0.4702 0.5104  0.04
7 C 1.8630 0.2400 -0.4745  -0.30
8 H -2.0678 1.5859 -2.7524  0.20
9 H -2.2192 0.0551 -1.8766  0.22
10 H -3.4228 1.3452 -1.3492  0.21
11 H -1.5104 3.1552 -0.6604  0.21
12 H -1.7246 1.6179 0.2187  0.19
13 H 0.6929 2.3526 -0.3753  0.20
14 H 0.4026 2.0566 -2.0107  0.19
15 H -0.2926 -0.1877 0.0123  0.21
16 H 0.2334 -0.2914 -1.7979  0.20
17 H 4.2527 0.3012 0.4471  0.36
18 H 4.2199 -0.6468 1.7838  0.38
19 H 1.8980 -1.0628 1.1137  0.17
20 H 2.5036 0.7527 -1.0537  0.19
21 H -2.2388 -5.4460 3.3106  0.47
22 H -2.5665 -4.7320 4.6640  0.47
23 O -3.0114 -5.0451 3.7460  -0.93

Calculated values
Total charge: 0
Largest force on an atom: 5.33 eV Å⁻¹
HOMO energy: -7.939 eV
Molar mass: 117.19 g/mol
SMILES: CCCC/C=C/N.O
Multiplicity: 1
Kohn-Sham gap: 8.8 eV
Energy above the lowest of the compared OMol25 structures with the same formula, charge and spin: 346.2 kJ/mol
E: -367.49943 Ha

Below is C26H46AuI2N2O4P2S as an isolated structure, with properties calculated with the ωB97M-V functional and the def2-TZVPD basis.

Last column: Löwdin spin population.
Positions of all 84 atoms, in Å:
1 Au -0.1343 0.4909 -1.0113  0.09
2 I -3.3692 4.6927 1.7416  0.06
3 C -1.8009 3.6066 2.5104  0.21
4 C -1.3933 3.7778 3.8194  -0.02
5 C -0.3457 3.0378 4.3452  0.25
6 I 0.1867 3.3955 6.3090  0.08
7 C 0.3442 2.0517 3.5547  0.01
8 C 1.3989 1.2574 4.0341  0.03
9 C 1.9856 0.3411 3.1993  -0.01
10 C 1.5150 0.2187 1.8903  0.03
11 N 0.5238 0.9538 1.4161  0.02
12 C -0.0531 1.8561 2.2203  0.06
13 C -1.1477 2.6615 1.6269  0.07
14 O -1.4800 2.5193 0.4522  0.23
15 H -1.8979 4.5016 4.4444  0.00
16 H 1.7423 1.3746 5.0528  0.00
17 H 2.7999 -0.2826 3.5409  0.00
18 H 1.9550 -0.4969 1.2018  0.00
19 C 3.2238 1.6233 -1.1301  0.00
20 O 2.4381 2.2556 -2.1498  0.00
21 P 0.9791 1.7245 -2.5330  0.00
22 O 1.1248 1.0232 -3.9529  0.00
23 C 1.5316 -0.3483 -4.0357  0.00
24 O 0.2704 3.0379 -3.0588  0.00
25 C 0.0127 4.1158 -2.1437  0.00
26 H 4.2433 1.5532 -1.5011  0.00
27 H 2.8509 0.6249 -0.8963  0.00
28 H 3.2036 2.2363 -0.2293  0.00
29 H 1.3351 -0.6652 -5.0555  0.00
30 H 0.9673 -0.9676 -3.3352  0.00
31 H 2.5980 -0.4411 -3.8258  0.00
32 H -0.5157 4.8739 -2.7130  0.00
33 H 0.9526 4.5254 -1.7743  0.00
34 H -0.6084 3.7736 -1.3159  0.00
35 C 3.8701 -3.1806 -0.5890  0.00
36 S 2.3234 -2.2820 -0.8209  0.00
37 C 1.3060 -3.1237 0.4006  0.00
38 H 3.7364 -4.2372 -0.8156  0.00
39 H 4.2397 -3.0677 0.4295  0.00
40 H 4.6012 -2.7641 -1.2792  0.00
41 H 1.7391 -3.0395 1.3987  0.00
42 H 1.1871 -4.1765 0.1451  0.00
43 H 0.3352 -2.6285 0.3771  0.00
44 C -4.4175 -3.8618 -1.4685  0.00
45 C -3.0175 -3.3433 -1.1270  0.01
46 C -2.4369 -4.2050 0.0053  0.00
47 C -2.0737 -3.5615 -2.3273  0.01
48 P -2.9267 -1.5306 -0.6512  0.09
49 N -1.3495 -1.1570 -0.6887  0.69
50 C -3.4548 -1.2622 1.1355  0.04
51 C -3.7340 0.2210 1.4050  0.00
52 C -2.2848 -1.6496 2.0572  0.01
53 C -4.7107 -2.0610 1.5056  0.01
54 C -3.9510 -0.4934 -1.8355  0.01
55 C -3.6637 -0.9202 -3.2832  0.00
56 C -3.5369 0.9852 -1.7530  0.00
57 C -5.4593 -0.6116 -1.5727  0.00
58 H -4.3425 -4.9344 -1.6612  0.00
59 H -4.8261 -3.4031 -2.3666  0.00
60 H -5.1304 -3.7264 -0.6555  0.00
61 H -2.3498 -5.2262 -0.3716  0.00
62 H -3.0666 -4.2425 0.8904  0.00
63 H -1.4395 -3.8745 0.2876  0.00
64 H -1.9925 -4.6380 -2.4928  0.00
65 H -1.0753 -3.1757 -2.1157  0.00
66 H -2.4315 -3.1178 -3.2509  0.00
67 H -2.8930 0.8458 1.1167  0.00
68 H -3.8919 0.3329 2.4810  0.00
69 H -4.6305 0.5850 0.9089  0.00
70 H -1.4002 -1.0484 1.8372  0.01
71 H -2.0117 -2.6984 1.9987  0.00
72 H -2.5921 -1.4426 3.0854  0.00
73 H -5.5610 -1.8178 0.8699  0.00
74 H -4.9829 -1.7954 2.5299  0.00
75 H -4.5578 -3.1365 1.4803  0.00
76 H -2.5940 -0.9200 -3.4997  0.00
77 H -4.1310 -0.1848 -3.9413  0.00
78 H -4.0823 -1.8921 -3.5345  0.00
79 H -2.5191 1.1293 -2.1142  0.00
80 H -3.6088 1.4269 -0.7661  0.00
81 H -4.2041 1.5417 -2.4160  0.00
82 H -5.8147 -1.6402 -1.5713  0.00
83 H -5.9838 -0.0863 -2.3741  0.00
84 H -5.7557 -0.1431 -0.6360  0.00

Calculated values
Total charge: +1
Largest force on an atom: 0.53 eV Å⁻¹
HOMO energy (spin up / spin down): -10.745 / -10.968 eV
Molar mass: 995.45 g/mol
Multiplicity: 3
Kohn-Sham gap (spin up / spin down): 7.8 / 6.0 eV
Energy above the lowest of the compared OMol25 structures with the same formula, charge and spin: 5.8 kJ/mol
E: -3240.56414 Ha

Which formula does entry 3 have? C26H46AuI2N2O4P2S

Look up the multiplicity of the first one. 1

Which of these has the lowest molar mass? C6H15NO

Look up the total charge of the first one. 0